Record 1
{"formula": "C27H66N2O7", "method": "ωB97M-V/def2-TZVPD", "lumo_energy_ev": 0.02, "total_charge": 0, "e_above_lowest_kcal_mol": 57.5, "smiles": "CC1(C)CCCC(C)(C)N1O.CC1(C)CCCC(C)(C)N1O.CC(C)O.CC(C)O.CC(C)O.O.O", "e_homo_ev": -8.34, "elements": ["C", "C", "C", "C", "C", "C", "C", "C", "C", "N", "O", "H", "H", "H", "H", "H", "H", "H", "H", "H", "H", "H", "H", "H", "H", "H", "H", "H", "H", "H", "C", "C", "C", "C", "C", "C", "C", "C", "C", "N", "O", "H", "H", "H", "H", "H", "H", "H", "H", "H", "H", "H", "H", "H", "H", "H", "H", "H", "H", "H", "C", "C", "C", "O", "H", "H", "H", "H", "H", "H", "H", "H", "C", "C", "C", "O", "H", "H", "H", "H", "H", "H", "H", "H", "C", "C", "C", "O", "H", "H", "H", "H", "H", "H", "H", "H", "O", "H", "H", "O", "H", "H"], "coordinates": [[-7.218, -2.548, 0.657], [-6.392, -3.725, 0.039], [-7.182, -5.025, 0.287], [-6.398, -3.357, -1.542], [-5.308, -4.137, -2.310], [-3.881, -4.003, -1.702], [-3.935, -4.432, -0.272], [-4.003, -5.968, -0.190], [-2.553, -4.043, 0.309], [-5.001, -3.806, 0.517], [-4.946, -4.073, 1.894], [-7.373, -2.733, 1.720], [-6.644, -1.640, 0.475], [-8.197, -2.384, 0.206], [-7.264, -5.709, -0.558], [-6.884, -5.554, 1.192], [-8.208, -4.713, 0.483], [-7.410, -3.587, -1.877], [-6.236, -2.292, -1.705], [-5.627, -5.170, -2.445], [-5.279, -3.833, -3.357], [-3.500, -2.982, -1.738], [-3.233, -4.554, -2.384], [-4.992, -6.358, -0.431], [-3.797, -6.276, 0.835], [-3.186, -6.429, -0.745], [-2.384, -2.968, 0.248], [-1.771, -4.416, -0.353], [-2.371, -4.485, 1.289], [-4.986, -3.239, 2.369], [4.488, 0.986, -7.249], [3.206, 0.432, -6.564], [2.750, -0.954, -7.239], [3.576, 0.089, -5.059], [2.380, -0.123, -4.183], [1.437, 1.062, -4.276], [0.929, 1.381, -5.711], [-0.098, 0.293, -6.236], [0.340, 2.779, -5.606], [2.173, 1.479, -6.572], [2.002, 1.995, -7.934], [5.381, 0.496, -6.861], [4.596, 1.990, -6.840], [4.527, 1.019, -8.338], [2.355, -0.730, -8.230], [1.927, -1.472, -6.747], [3.508, -1.688, -7.511], [4.210, -0.795, -4.993], [4.288, 0.879, -4.820], [2.693, -0.313, -3.156], [1.880, -1.042, -4.486], [1.897, 1.975, -3.899], [0.614, 0.785, -3.618], [0.161, -0.735, -5.982], [-1.128, 0.450, -5.914], [-0.087, 0.182, -7.320], [-0.187, 3.124, -6.495], [-0.330, 2.814, -4.747], [1.088, 3.557, -5.449], [2.444, 2.838, -8.060], [5.413, 5.659, -0.381], [5.924, 4.235, -0.746], [7.428, 4.232, -0.579], [5.378, 3.320, 0.161], [4.323, 5.633, -0.394], [5.653, 6.416, -1.128], [5.863, 6.128, 0.494], [5.489, 3.969, -1.709], [7.951, 3.614, -1.308], [7.715, 3.800, 0.380], [7.915, 5.189, -0.768], [4.512, 3.658, 0.400], [-0.413, -0.904, 7.276], [-0.706, -1.205, 8.765], [-2.206, -1.430, 9.074], [-0.074, -2.376, 9.067], [-0.542, -1.796, 6.663], [0.660, -0.729, 7.187], [-0.939, -0.051, 6.849], [-0.281, -0.433, 9.407], [-2.573, -2.247, 8.453], [-2.730, -0.522, 8.775], [-2.457, -1.702, 10.100], [-0.581, -3.132, 8.762], [2.313, 4.635, 7.881], [3.438, 5.163, 6.966], [4.299, 4.091, 6.334], [2.849, 5.978, 5.993], [1.827, 5.334, 8.562], [2.805, 3.944, 8.565], [1.516, 4.096, 7.368], [4.215, 5.770, 7.431], [3.944, 3.834, 5.336], [4.288, 3.152, 6.888], [5.356, 4.311, 6.180], [2.165, 5.439, 5.589], [-2.799, 0.806, 1.856], [-3.209, 1.313, 1.155], [-3.057, -0.099, 1.679], [1.062, 1.838, 2.232], [1.297, 0.914, 2.143], [0.105, 1.844, 2.220]]}

Record 2
{"formula": "C27H67BF3NO11S", "method": "ωB97M-V/def2-TZVPD", "lumo_energy_ev": 0.40, "total_charge": 0, "e_homo_ev": -9.55, "elements": ["N", "B", "O", "O", "S", "O", "O", "C", "C", "O", "C", "F", "F", "F", "H", "H", "H", "H", "H", "H", "H", "C", "C", "O", "C", "C", "H", "H", "H", "H", "H", "H", "H", "H", "H", "H", "C", "C", "O", "C", "C", "H", "H", "H", "H", "H", "H", "H", "H", "H", "H", "C", "C", "O", "C", "C", "H", "H", "H", "H", "H", "H", "H", "H", "H", "H", "C", "C", "O", "C", "C", "H", "H", "H", "H", "H", "H", "H", "H", "H", "H", "C", "C", "O", "C", "C", "H", "H", "H", "H", "H", "H", "H", "H", "H", "H", "C", "C", "O", "C", "C", "H", "H", "H", "H", "H", "H", "H", "H", "H", "H"], "coordinates": [[-0.104, -0.838, 1.529], [1.293, -0.561, 1.172], [1.610, 0.391, 0.248], [2.278, -1.287, 1.848], [3.597, -1.626, 0.930], [3.689, -3.058, 1.015], [4.831, -1.106, 1.880], [4.579, -0.907, 3.269], [3.972, 0.468, 3.555], [2.847, 0.295, 4.378], [4.963, 1.389, 4.246], [5.143, 1.049, 5.550], [4.489, 2.670, 4.230], [6.175, 1.394, 3.648], [-0.163, -0.893, 2.539], [-0.308, -1.790, 1.234], [1.434, 0.120, -0.655], [3.952, -1.677, 3.698], [5.536, -0.978, 3.767], [3.690, 0.926, 2.611], [2.492, 1.155, 4.606], [2.039, -1.260, -5.593], [2.275, -1.882, -4.226], [1.674, -1.162, -3.167], [0.260, -1.048, -3.222], [-0.470, -2.378, -3.147], [2.313, -0.205, -5.582], [2.641, -1.772, -6.344], [0.994, -1.330, -5.899], [3.341, -1.884, -4.002], [1.945, -2.927, -4.215], [-0.046, -0.490, -4.113], [-0.019, -0.440, -2.358], [-0.309, -2.978, -4.044], [-1.543, -2.212, -3.048], [-0.121, -2.960, -2.292], [-4.211, 0.756, -5.466], [-2.774, 1.165, -5.736], [-1.965, 0.108, -6.217], [-2.350, -0.451, -7.458], [-2.315, 0.535, -8.614], [-4.239, -0.133, -4.833], [-4.749, 1.563, -4.967], [-4.747, 0.525, -6.389], [-2.306, 1.484, -4.805], [-2.737, 2.021, -6.420], [-3.339, -0.918, -7.379], [-1.637, -1.254, -7.647], [-3.087, 1.300, -8.521], [-2.479, 0.014, -9.557], [-1.348, 1.039, -8.654], [-4.786, -3.594, -5.392], [-4.536, -4.192, -4.018], [-5.124, -3.459, -2.960], [-6.534, -3.354, -2.998], [-7.254, -4.690, -2.912], [-4.520, -2.535, -5.400], [-4.188, -4.110, -6.143], [-5.833, -3.676, -5.688], [-3.466, -4.187, -3.807], [-4.859, -5.239, -3.990], [-6.856, -2.801, -3.888], [-6.796, -2.742, -2.134], [-7.103, -5.293, -3.808], [-8.326, -4.531, -2.798], [-6.891, -5.263, -2.058], [6.084, 4.554, 9.057], [7.511, 4.928, 8.691], [8.260, 3.861, 8.142], [7.759, 3.326, 6.931], [7.723, 4.323, 5.785], [6.073, 3.659, 9.680], [5.612, 5.370, 9.605], [5.476, 4.354, 8.173], [8.053, 5.223, 9.589], [7.520, 5.792, 8.017], [6.770, 2.882, 7.086], [8.434, 2.508, 6.679], [6.979, 5.105, 5.948], [7.468, 3.816, 4.854], [8.694, 4.805, 5.669], [3.864, -3.174, 8.100], [3.104, -2.334, 7.087], [3.072, -2.894, 5.789], [2.435, -4.151, 5.666], [0.963, -4.130, 6.045], [4.854, -3.426, 7.718], [3.978, -2.623, 9.033], [3.347, -4.107, 8.328], [3.596, -1.369, 6.967], [2.087, -2.130, 7.443], [2.971, -4.913, 6.243], [2.537, -4.419, 4.615], [0.818, -3.967, 7.114], [0.498, -5.083, 5.790], [0.445, -3.332, 5.511], [-4.949, 5.591, -3.848], [-6.425, 5.499, -4.198], [-6.904, 4.173, -4.315], [-6.819, 3.387, -3.142], [-7.641, 3.920, -1.980], [-4.357, 4.982, -4.532], [-4.611, 6.625, -3.918], [-4.747, 5.246, -2.833], [-6.598, 5.951, -5.175], [-7.026, 6.063, -3.476], [-5.773, 3.251, -2.846], [-7.195, 2.404, -3.429], [-7.236, 4.854, -1.589], [-7.649, 3.197, -1.165], [-8.668, 4.106, -2.296]]}